# 1
8
Properties=species:S:1:pos:R:3:forces:R:3 method="wB97M-V/def2-TZVPD" e_tot_ev=-4207.1795 lumo_energy_ev=0.69 homo_lumo_gap_ev=9.86 e_homo_ev=-9.172
H 0.73843 -1.19962 -0.91178 -0.071 0.096 -0.119
H -0.55820 1.22984 -0.92186 -0.007 -0.126 -0.145
C 0.18821 -1.00145 -0.00058 -0.513 0.585 0.056
H -0.56034 1.23837 0.90743 0.013 -0.139 0.143
C -2.20212 -0.04559 0.00463 0.430 -0.564 -0.024
H 0.72109 -1.17222 0.92672 -0.041 0.083 0.093
C -1.17922 -0.84446 -0.00463 -0.379 0.639 -0.001
C -0.87001 0.74321 -0.00548 0.569 -0.574 -0.002

---

# 2
15
Properties=species:S:1:pos:R:3:forces:R:3 method="wB97M-V/def2-TZVPD" e_tot_ev=-9851.7351 lumo_energy_ev=0.80 homo_lumo_gap_ev=10.04 e_homo_ev=-9.238
O -3.26667 -1.86377 -0.18265 -0.278 -0.430 0.005
C -0.99384 0.65272 0.24501 0.307 0.371 -0.400
H 4.79479 -0.25458 1.98462 -0.026 0.020 -0.024
H -1.19474 -0.41521 0.36716 0.011 -0.330 0.022
H -3.87325 -2.47303 -0.63533 0.304 0.313 0.210
N 0.59065 0.17867 -1.56930 -0.025 0.853 -0.260
H -3.15230 -2.24794 0.69786 -0.035 0.123 -0.219
H 1.44092 0.70611 -1.39527 0.216 -0.418 0.139
C -0.49622 1.07683 -1.12251 -0.346 -1.141 0.141
H -1.36745 0.93110 -1.77463 0.153 0.288 -0.060
H 4.23587 -0.14638 3.39357 -0.045 0.023 0.033
H 0.55992 0.11508 -2.58395 -0.070 -0.169 0.150
O -1.17326 1.44601 1.12560 -0.171 0.136 0.482
O 4.10605 0.17891 2.49801 0.074 -0.042 -0.017
H -0.21047 2.11548 -1.04819 -0.069 0.402 -0.201

---

# 3
6
Properties=species:S:1:pos:R:3:forces:R:3 method="wB97M-V/def2-TZVPD" e_tot_ev=-27408.5050 lumo_energy_ev="-1.59 / -1.28" homo_lumo_gap_ev="7.51 / 7.68" e_homo_ev="-9.099 / -8.963"
Cl 2.43367 -0.64461 0.42440 0.415 0.303 -0.328
P -0.96057 0.96795 0.44493 -0.823 -0.013 0.557
N -2.32666 -1.42072 -0.24390 -2.107 -2.677 0.108
H 2.14249 0.44095 -0.25246 0.206 -0.853 0.513
O -1.64199 -0.43315 -0.22458 2.183 2.547 -0.275
O 0.35306 1.08959 -0.14841 0.127 0.693 -0.575

---

# 4
26
Properties=species:S:1:pos:R:3:forces:R:3 method="wB97M-V/def2-TZVPD" e_tot_ev=-12527.5285 charge=+1 lumo_energy_ev=-4.51 homo_lumo_gap_ev=6.82 e_homo_ev=-11.335
H 0.62477 -2.05431 -0.96664 -0.019 -0.021 -0.004
H -2.40896 -0.05652 0.07730 0.040 -0.011 -0.023
H -1.55476 -1.03924 -1.13105 -0.032 0.038 0.001
N 0.01014 -1.91121 -2.97662 -0.062 0.031 0.094
H -0.33193 -1.28421 2.71125 -0.031 -0.048 -0.047
H -0.25423 -1.04907 -3.43233 0.000 0.023 -0.028
H 1.42409 2.28383 2.51267 -0.003 -0.010 -0.003
H -0.17061 2.64759 2.19951 0.002 -0.012 -0.008
H 0.23718 1.82812 3.59346 -0.009 -0.007 -0.013
C 0.99733 -1.68122 -1.92309 0.125 0.044 -0.085
H 1.92791 -2.21919 -2.12997 -0.021 0.039 0.049
H 1.91096 -0.02340 -0.86636 -0.017 -0.025 -0.049
H 0.20253 0.93873 0.21072 -0.057 -0.001 -0.025
H 1.95037 0.12699 -2.63585 -0.047 -0.022 -0.017
H -1.11747 1.67853 -0.73842 -0.017 -0.039 -0.022
C -0.51915 0.77210 -0.61582 0.081 -0.100 0.000
H -0.67149 0.33670 2.05414 -0.052 -0.056 0.101
H -2.01373 -0.77501 2.42429 0.006 0.046 -0.050
H 0.32962 -2.56070 -3.67797 0.032 -0.036 -0.007
C -0.98654 -0.72462 2.04309 -0.060 0.048 0.088
C -1.42282 -0.41337 -0.24765 -0.151 0.003 -0.008
N 0.53335 2.55532 2.93738 0.035 0.043 -0.017
O -0.87334 -1.25316 0.75853 0.266 0.009 -0.021
C 1.34280 -0.20210 -1.79204 -0.037 -0.153 0.076
O 0.19090 0.63343 -1.81710 0.031 0.215 0.020
H 0.64308 3.44597 3.42857 0.000 0.001 -0.001

---

# 5
49
Properties=species:S:1:pos:R:3:forces:R:3 method="wB97M-V/def2-TZVPD" e_tot_ev=-32651.9510 lumo_energy_ev=-0.59 homo_lumo_gap_ev=8.52 e_homo_ev=-9.109
H 0.72435 2.70413 0.17975 0.624 -0.823 -2.546
H -0.09048 -2.18043 2.56090 0.859 0.221 -0.657
O 1.21821 2.32399 3.04322 -1.521 -3.930 1.763
H 2.76933 1.36550 -1.00640 -1.503 0.055 -0.253
H -1.77992 1.27676 2.69244 1.402 -0.626 1.881
H -0.44527 -4.23670 -1.73284 -1.050 -0.401 -0.266
H 1.73487 -2.90553 -1.69998 0.014 0.399 1.152
O 1.81681 -3.06539 -2.62699 3.285 1.807 -2.501
H 2.79641 2.99182 2.37610 0.187 -0.170 0.026
O 3.24794 2.51360 1.66870 0.198 0.539 -0.888
O -3.12470 0.35763 -3.25202 1.709 2.805 0.185
C 1.49256 -1.06291 0.53740 1.912 3.733 0.782
H 0.60246 -0.89253 3.42431 0.100 -2.271 -1.121
H -2.81378 -3.02246 -2.48048 0.432 -0.038 0.173
H 2.75620 -0.82497 2.44725 -2.236 -0.509 -0.760
H -1.52020 -4.58629 -0.72347 -0.199 0.227 -0.033
O -3.04484 -2.09557 -2.31550 1.284 -0.573 -0.559
H -1.96237 -1.84883 -0.03135 2.430 -3.360 1.207
H 1.60122 1.40333 3.38560 -0.807 3.084 -1.014
O 1.31925 -1.85323 -0.34835 -0.641 -0.753 -0.975
H 2.63289 -2.36495 1.72116 -1.565 0.527 0.492
C 1.92039 -1.49198 1.95886 1.416 -1.154 0.009
O -1.40440 -4.46830 -1.67399 1.234 -0.208 -0.407
C 1.66652 1.11566 -0.88162 -1.018 -0.104 -0.515
H 2.65608 -2.44052 -2.89185 -3.311 -2.419 0.973
N 1.59368 0.34157 0.35740 -1.211 -5.325 -3.497
H -0.49314 4.77217 0.67839 0.205 0.583 -2.247
H -2.73828 3.08952 -0.46251 -0.006 0.113 0.019
N 0.79131 2.32471 -0.85154 0.525 0.415 2.801
O -1.24793 -2.64984 0.21659 -2.903 4.080 -1.049
H -2.14138 0.29977 -3.15819 -0.631 0.559 -0.295
H -1.29969 2.04709 3.88127 -0.455 2.064 1.506
O -2.31776 2.27605 -0.74949 0.031 0.090 0.297
H 1.28486 0.46047 -1.75152 1.262 1.027 1.480
O 0.04491 4.24732 1.25144 -2.731 0.936 3.067
H 0.23331 2.04616 3.07480 2.128 0.621 -0.243
H -0.64378 4.48675 1.98916 2.450 -1.257 -0.719
H -0.67352 -2.45746 -0.54689 0.238 -0.372 0.558
H -0.62207 -1.40038 -3.36218 0.235 0.127 -0.053
H 1.65974 0.70277 1.20890 0.772 3.061 3.837
H -2.82329 2.01290 -1.52282 -0.160 -0.410 -0.401
H -0.20732 2.13813 -0.97396 0.384 -0.555 -0.452
O -1.19830 1.19552 3.53469 -1.578 -1.458 -3.256
H 0.01957 -0.40916 -2.42097 0.347 -0.165 0.931
H 2.67764 2.77156 0.91956 0.592 -0.152 0.277
N 0.80656 -1.81293 2.89305 0.649 2.682 1.505
H -3.26452 -0.55103 -3.26397 -1.012 -2.658 -0.019
H -3.90826 -2.15534 -1.96661 -1.646 0.091 0.693
O -0.30184 -0.48819 -3.30548 -0.718 -0.155 -0.889

---

# 6
18
Properties=species:S:1:pos:R:3:forces:R:3 method="wB97M-V/def2-TZVPD" e_tot_ev=-10818.2126 charge=+1 lumo_energy_ev=-4.00 homo_lumo_gap_ev=8.76 e_homo_ev=-12.761
C 0.68301 -0.27259 1.97863 -1.344 0.995 0.646
C -1.84458 0.09258 -0.29464 0.671 1.328 2.722
H -3.31885 -0.86780 0.48636 -3.228 0.643 0.652
N 0.28214 0.19455 -1.71673 -1.580 1.255 1.213
H -0.31657 -0.82159 2.10246 1.702 0.483 0.683
H 1.22416 1.28124 0.65488 -0.057 0.005 -1.224
C 0.32462 0.67056 0.74059 0.241 -1.465 2.678
H -2.35783 0.49184 -1.16291 0.031 0.021 -0.449
N -1.86204 1.39148 0.89980 0.415 -2.015 -2.120
H 0.96074 -0.53904 -2.00895 -0.631 1.074 -0.411
H -0.19604 -1.20704 -0.19096 0.527 -2.135 0.178
H 0.62469 1.20172 -1.64447 0.252 -1.849 -0.299
H 1.51407 -0.96808 1.83028 -0.258 0.113 -0.441
H 0.99038 0.39933 2.86912 -0.954 -1.222 -1.351
C -0.32503 -0.19476 -0.33944 -0.187 3.020 -0.989
O -2.43970 -1.00070 0.29005 3.262 -0.667 -0.940
N -0.72403 1.52257 1.27582 -0.100 1.076 0.558
H -0.62732 0.29709 -2.20509 1.238 -0.660 -1.105